1.
Formula: C21H13Cl3IrN2O5S5
Source: OMol25
Level of theory: ωB97M-V with the def2-TZVPD basis set

net charge	-1
lowest unoccupied orbital energy	0.0730	hartree
relative energy (zero: lowest compared OMol25 entry of this formula, charge and spin)	0.0	kcal/mol
E_tot	-4769.77816	hartree
molecular weight	832.26	g/mol

Element x y z (Å)
Ir1 0.01981 0.12000 -0.56511
C1 0.21548 5.05271 5.37631
C2 -0.21167 4.53997 4.02491
C3 -1.43892 4.90077 3.48166
C4 -1.82914 4.42864 2.23456
C5 -0.97354 3.60429 1.52392
C6 0.26211 3.22955 2.04517
C7 0.62943 3.70220 3.29183
S1 -1.47463 2.93243 -0.02999
O1 -0.39513 3.14733 -0.94724
O2 -2.75917 3.49563 -0.36910
N1 -1.56517 1.32871 0.26586
C8 -2.77534 0.70792 0.46910
C9 -3.94413 1.27294 0.94590
C10 -5.10453 0.49468 1.09347
C11 -5.11585 -0.84126 0.80447
C12 -3.93600 -1.45266 0.33090
C13 -3.84648 -2.82623 0.01611
C14 -2.66918 -3.34214 -0.42461
C15 -1.55460 -2.49521 -0.57871
N2 -1.60423 -1.21118 -0.31196
C16 -2.77451 -0.67295 0.16140
H1 -0.64901 5.28328 5.99957
H2 0.80578 5.96615 5.27130
H3 0.83035 4.31681 5.89451
H4 -2.10113 5.55076 4.04253
H5 -2.78373 4.69474 1.79945
H6 0.91934 2.58335 1.47283
H7 1.58699 3.41037 3.70891
H8 -3.96861 2.32727 1.16994
H9 -6.00723 0.97241 1.45420
H10 -6.01330 -1.43529 0.92516
H11 -4.72526 -3.45106 0.12977
H12 -2.56821 -4.38957 -0.67192
H13 -0.60356 -2.88008 -0.91665
O3 5.85772 -2.81017 1.19316
C17 4.75585 -2.42273 0.89633
S2 4.05752 -2.54819 -0.72589
C18 2.51570 -1.81718 -0.33426
C19 2.33035 -1.41079 0.90733
S3 0.82663 -0.71523 1.46864
S4 3.64861 -1.63607 2.03759
S5 1.25452 -1.72008 -1.52754
Cl1 2.69464 3.18831 -3.73082
C20 2.86772 2.83571 -2.01010
Cl2 2.53678 4.30113 -1.07012
Cl3 4.53645 2.29223 -1.68799
C21 1.90876 1.69398 -1.55012
O4 1.25449 1.07574 -2.39050
O5 1.89231 1.45254 -0.31323

Atomic forces in eV per Å
0.66 -3.03 2.37
-0.03 0.00 -0.10
0.01 -0.01 0.05
0.01 -0.04 -0.01
0.05 0.01 -0.04
-0.04 -0.07 0.19
-0.02 0.08 -0.09
0.01 0.00 0.00
-0.19 0.01 0.02
0.08 -0.02 -0.06
-0.02 -0.01 0.16
0.88 1.06 -0.87
0.15 0.13 0.07
-0.10 -0.04 0.03
0.12 0.08 0.05
-0.05 -0.06 -0.05
0.09 -0.03 0.07
-0.16 -0.05 0.00
0.05 0.06 0.02
-0.21 -0.20 0.14
0.31 0.60 -0.68
-0.08 -0.20 0.03
0.02 0.00 0.01
0.01 -0.01 0.03
0.00 0.02 0.01
-0.01 -0.01 0.00
0.00 0.02 0.03
-0.01 0.01 0.03
-0.02 0.00 -0.01
-0.05 -0.04 0.04
0.01 0.01 0.00
0.03 -0.02 0.00
0.01 0.01 0.01
0.04 0.00 0.01
-0.04 0.01 -0.02
-0.09 0.03 -0.03
0.02 -0.05 0.03
0.01 0.04 0.02
0.22 -0.52 -0.67
0.06 0.20 0.83
-0.82 0.36 -0.32
0.02 0.10 0.02
0.27 1.07 -0.12
-0.01 -0.02 0.06
0.07 -0.12 0.12
0.08 -0.05 -0.05
-0.04 0.00 -0.02
0.29 0.10 -0.13
-0.42 0.94 -0.64
-1.18 -0.35 -0.54

Formally, the Löwdin partial charges of the atoms, in units of the elementary charge, are as follows:
1 Ir 0.988
2 C -0.058
3 C -0.277
4 C -0.048
5 C -0.056
6 C -0.266
7 C -0.040
8 C -0.027
9 S 0.604
10 O -0.324
11 O -0.309
12 N -0.243
13 C -0.265
14 C -0.016
15 C -0.077
16 C -0.062
17 C -0.158
18 C -0.015
19 C -0.040
20 C -0.151
21 N -0.079
22 C -0.143
23 H 0.071
24 H 0.080
25 H 0.075
26 H 0.107
27 H 0.106
28 H 0.087
29 H 0.117
30 H 0.094
31 H 0.103
32 H 0.103
33 H 0.115
34 H 0.105
35 H 0.016
36 O -0.084
37 C -1.026
38 S 0.960
39 C -1.130
40 C -1.136
41 S 0.592
42 S 0.954
43 S 0.610
44 Cl 0.603
45 C -1.490
46 Cl 0.616
47 Cl 0.590
48 C -0.883
49 O -0.129
50 O -0.165

=====

2.
Formula: C25H24ClNOPTm
Source: OMol25
Level of theory: ωB97M-V with the def2-TZVPD basis set

net charge	+2
lowest unoccupied orbital energy (spin up / spin down)	-0.3072 / -0.3050	hartree
spin multiplicity	3
E_tot	-2983.25820	hartree
molecular weight	589.83	g/mol
⟨S²⟩	2.00

Element x y z (Å)
Tm1 -0.36521 -1.34302 1.05800
Cl1 -1.90357 -1.07469 2.82327
C1 -1.19637 -2.03906 -1.11894
O1 -1.57914 -2.30012 -2.20865
P1 0.12259 1.07056 -0.38481
C2 1.28217 1.61554 -1.73164
C3 -1.51100 1.41039 -1.15881
C4 0.21723 2.44254 0.84523
C5 -2.60779 1.78731 -0.36231
C6 -3.87078 1.92889 -0.94140
C7 -4.05577 1.63025 -2.29600
C8 -2.98407 1.16115 -3.06511
C9 -1.72253 1.02714 -2.49115
H1 -2.47004 1.93980 0.70960
H2 -4.71786 2.26337 -0.33447
H3 -5.04954 1.72608 -2.74586
H4 -3.13902 0.88196 -4.11299
H5 -0.90309 0.59159 -3.06365
C10 1.96163 0.64455 -2.48600
C11 2.89233 1.02372 -3.46681
C12 3.12108 2.37837 -3.72702
C13 2.44526 3.34990 -2.99078
C14 1.55261 2.97323 -1.97976
H6 1.79608 -0.40447 -2.25924
H7 3.45438 0.27336 -4.02158
H8 3.85201 2.67172 -4.48936
H9 2.64282 4.40344 -3.19651
H10 1.09142 3.73670 -1.36167
C15 -0.30627 3.72616 0.58560
C16 -0.23509 4.73131 1.56084
C17 0.30534 4.44917 2.81879
C18 0.80741 3.17124 3.09582
C19 0.79698 2.18429 2.09849
H11 -0.77317 3.94428 -0.37478
H12 -0.60786 5.73784 1.34714
H13 0.33388 5.22766 3.58890
H14 1.21335 2.96349 4.09174
H15 1.22901 1.19212 2.28695
H16 3.02014 -0.74851 -0.03217
H17 3.09949 -0.51947 0.69253
N1 1.32292 -3.21477 1.22976
C20 0.71511 -4.50007 1.71648
C21 -0.18985 -5.15326 0.85190
C22 -0.96205 -6.20799 1.39233
C23 -0.85207 -6.57874 2.72239
C24 0.03570 -5.87493 3.57378
C25 0.80991 -4.82648 3.03843
H18 1.79702 -3.32599 0.33037
H19 2.11597 -2.95746 1.84819
H20 -0.37390 -4.77740 -0.15414
H21 -1.68130 -6.72012 0.75505
H22 -1.46225 -7.37631 3.13566
H23 0.09162 -6.12614 4.61692
H24 1.39409 -4.19010 3.74147

Atomic forces in eV per Å
0.97 -0.11 0.93
0.12 -0.04 -0.17
-3.08 -1.93 -8.08
2.54 1.63 7.14
0.06 2.38 -0.72
0.64 -0.54 -0.02
-0.47 -1.16 0.30
-0.01 -0.12 0.47
-0.03 -0.13 -0.13
0.00 -0.04 -0.07
0.06 -0.02 0.04
-0.14 -0.05 -0.02
-0.05 0.06 0.04
-0.09 0.22 -0.30
0.35 -0.17 -0.22
0.43 0.01 0.18
0.06 0.14 0.45
-0.12 0.35 -0.05
0.26 0.51 -0.02
-0.26 0.06 0.17
0.00 -0.28 0.05
-0.14 -0.21 0.19
-0.01 -0.13 -0.02
0.06 -0.07 -0.17
-0.23 0.11 0.15
-0.36 -0.13 0.34
-0.15 -0.30 0.19
0.12 -0.08 -0.25
0.07 0.05 0.30
0.05 -0.33 -0.18
0.08 -0.30 -0.03
0.10 0.03 -0.09
-0.35 0.25 0.02
0.05 -0.05 0.28
0.09 -0.46 0.02
-0.01 -0.37 -0.33
-0.11 0.00 -0.48
-0.05 0.32 0.13
0.04 0.19 0.60
-0.07 -0.21 -0.55
0.38 0.35 0.51
-1.10 0.94 -1.62
-0.13 -0.10 1.29
0.21 0.50 -0.80
0.91 0.63 0.87
-0.35 -0.03 -1.59
0.04 -0.01 1.92
-0.17 -0.37 0.02
-0.60 -0.26 -0.22
0.24 -0.35 0.01
0.20 0.12 0.09
0.09 0.11 -0.16
0.09 0.01 0.21
-0.23 -0.66 -0.66

Formally, the Löwdin partial charges of the atoms, in units of the elementary charge, are as follows:
1 Tm 0.962
2 Cl -0.016
3 C 0.023
4 O 0.166
5 P 0.976
6 C -0.355
7 C -0.396
8 C -0.382
9 C -0.097
10 C -0.045
11 C -0.040
12 C -0.051
13 C -0.110
14 H 0.110
15 H 0.124
16 H 0.125
17 H 0.124
18 H 0.106
19 C -0.134
20 C -0.056
21 C -0.048
22 C -0.040
23 C -0.054
24 H 0.077
25 H 0.116
26 H 0.125
27 H 0.123
28 H 0.090
29 C -0.099
30 C -0.034
31 C -0.041
32 C -0.051
33 C -0.116
34 H 0.115
35 H 0.126
36 H 0.126
37 H 0.121
38 H 0.075
39 H 0.048
40 H 0.061
41 N -0.041
42 C -0.314
43 C -0.039
44 C -0.052
45 C -0.041
46 C -0.016
47 C -0.045
48 H 0.098
49 H 0.107
50 H 0.095
51 H 0.121
52 H 0.122
53 H 0.116
54 H 0.135

=====

3.
Formula: C26H58O6S
Source: OMol25
Level of theory: ωB97M-V with the def2-TZVPD basis set

SMILES	CCCCCCCCCC[C@@H]1CCCS(=O)(=O)O1.CCOCC.CCOCC.CCOCC
lowest unoccupied orbital energy	0.0167	hartree
relative energy (zero: lowest compared OMol25 entry of this formula, charge and spin)	0.0	kcal/mol
E_tot	-1875.01340	hartree
molecular weight	498.81	g/mol

Element x y z (Å)
C1 3.96571 1.70530 -0.00997
C2 4.64551 0.36459 -0.28769
C3 3.75334 -0.59142 -1.09897
C4 3.42476 -1.90794 -0.39008
C5 2.18884 -2.60915 -0.97197
C6 1.30573 -3.34960 0.05301
C7 -0.14458 -2.87223 0.02301
C8 -0.85376 -3.22257 -1.28810
C9 -2.09448 -2.36261 -1.58846
C10 -1.82934 -1.27221 -2.63585
C11 -1.13446 -0.07655 -2.01754
C12 -2.01732 0.87498 -1.23057
C13 -1.14735 1.74781 -0.32402
C14 0.22127 2.07680 -0.95458
S1 0.35607 1.95144 -2.72798
O1 1.71389 1.60339 -3.02217
O2 -0.23065 3.09697 -3.35366
O3 -0.56076 0.71041 -3.10552
H1 3.19729 1.57422 0.75683
H2 3.49578 2.09785 -0.91336
H3 4.67697 2.44289 0.36582
H4 5.59131 0.53692 -0.80488
H5 4.90562 -0.10336 0.66652
H6 2.81465 -0.08629 -1.34801
H7 4.22588 -0.80281 -2.06143
H8 3.27383 -1.71603 0.67796
H9 4.28791 -2.57655 -0.45611
H10 2.50329 -3.30890 -1.74974
H11 1.58564 -1.85785 -1.49356
H12 1.70749 -3.20876 1.05993
H13 1.33267 -4.42763 -0.13116
H14 -0.15409 -1.78597 0.17224
H15 -0.70115 -3.29202 0.86624
H16 -1.13940 -4.27672 -1.25065
H17 -0.14348 -3.12853 -2.11409
H18 -2.42990 -1.89699 -0.65488
H19 -2.92467 -2.98584 -1.92152
H20 -1.17062 -1.67476 -3.40873
H21 -2.75066 -0.94722 -3.12501
H22 -0.29672 -0.43024 -1.40673
H23 -2.53586 1.49039 -1.97036
H24 -2.78104 0.34747 -0.65856
H25 -0.94127 1.20959 0.60341
H26 -1.66932 2.65993 -0.03923
H27 0.54213 3.09931 -0.75443
H28 1.00205 1.41568 -0.57645
C15 3.22723 -0.39426 -7.93365
C16 1.79314 -0.72544 -8.31243
O4 1.00386 -1.18619 -7.23150
C17 0.84417 -0.26671 -6.15988
C18 0.15451 1.02887 -6.54591
H29 3.68775 -1.23577 -7.41399
H30 3.80608 -0.18447 -8.83453
H31 3.28992 0.48295 -7.28888
H32 1.77893 -1.54160 -9.03559
H33 1.32168 0.13982 -8.79311
H34 1.80765 -0.05277 -5.68472
H35 0.24053 -0.79922 -5.42450
H36 0.76788 1.65007 -7.20041
H37 -0.04973 1.61065 -5.64408
H38 -0.79237 0.82924 -7.05074
C19 -0.95940 2.51489 5.24447
C20 -0.46028 1.45763 4.27741
O5 -0.13994 1.96498 2.98954
C21 0.90048 2.92835 2.94741
C22 2.22844 2.41418 3.47457
H39 -1.78310 3.07562 4.79953
H40 -1.31968 2.03254 6.15382
H41 -0.17926 3.22332 5.52816
H42 -1.24581 0.72228 4.10582
H43 0.39599 0.92330 4.70345
H44 0.60682 3.84208 3.47627
H45 0.99588 3.18680 1.89102
H46 2.20608 2.25227 4.55275
H47 3.02078 3.13349 3.26378
H48 2.48251 1.46869 2.99293
C23 -5.17455 -1.55144 4.88562
C24 -3.82434 -1.44582 5.57320
O6 -3.40355 -0.11311 5.81375
C25 -4.24264 0.65287 6.66244
C26 -4.38002 0.08988 8.06652
H49 -5.19076 -0.94137 3.98142
H50 -5.36380 -2.58888 4.60669
H51 -5.99274 -1.23056 5.53138
H52 -3.04809 -1.86932 4.93518
H53 -3.82556 -2.02321 6.50453
H54 -5.23060 0.78869 6.20830
H55 -3.77151 1.63547 6.70205
H56 -4.93659 -0.84791 8.08278
H57 -4.91623 0.80112 8.69608
H58 -3.39654 -0.08722 8.50407

Atomic forces in eV per Å
0.08 -0.12 0.11
0.03 -0.01 -0.02
0.01 -0.04 -0.01
0.00 0.00 -0.04
0.07 -0.12 -0.05
0.04 -0.05 0.02
0.03 0.04 0.00
-0.07 0.00 0.10
0.03 0.06 0.04
0.04 0.04 0.04
0.07 0.00 -0.04
0.02 0.10 -0.04
-0.03 -0.01 0.01
0.00 -0.09 0.13
0.01 0.07 0.04
0.00 0.05 -0.11
0.00 -0.04 0.04
0.08 -0.11 0.02
-0.10 0.08 -0.08
0.04 0.04 0.00
-0.03 0.02 0.01
-0.02 0.00 -0.03
0.06 0.00 -0.01
0.05 0.03 0.03
-0.09 -0.02 -0.04
-0.09 0.08 -0.03
0.02 0.00 0.15
0.00 0.07 -0.06
-0.03 0.01 0.07
0.01 0.03 -0.02
-0.02 0.00 0.01
0.02 -0.01 0.02
-0.02 -0.01 -0.02
0.06 -0.01 -0.02
-0.04 -0.02 -0.03
-0.09 -0.04 -0.02
0.05 -0.02 -0.08
-0.09 0.01 -0.07
0.00 0.04 0.03
-0.05 -0.04 0.00
-0.07 -0.05 0.02
0.10 -0.04 0.08
0.00 0.09 0.02
-0.01 0.01 -0.08
-0.01 0.00 0.00
-0.03 0.00 -0.04
0.00 0.00 0.02
0.00 0.00 -0.01
0.00 0.00 0.00
0.00 0.00 0.04
-0.02 0.06 0.06
0.00 0.00 -0.01
0.00 0.00 0.00
0.00 0.00 -0.01
0.00 0.00 0.00
0.00 0.00 0.01
0.00 0.00 0.00
0.00 0.01 0.00
0.02 -0.02 0.01
-0.01 -0.02 -0.11
0.00 -0.02 0.01
0.00 0.06 0.00
-0.05 -0.04 0.03
0.01 0.00 -0.08
0.01 -0.03 -0.02
-0.01 -0.04 0.03
-0.02 -0.02 0.01
0.00 -0.02 -0.01
0.02 -0.02 0.01
-0.01 0.01 0.01
0.01 0.01 -0.01
-0.02 -0.01 0.01
0.01 0.01 0.00
0.00 0.02 0.00
-0.01 0.00 -0.02
0.03 0.00 0.01
0.00 0.02 0.00
0.01 -0.01 -0.01
0.03 0.02 -0.01
0.00 0.03 0.01
0.01 -0.03 -0.01
0.00 -0.01 0.00
0.00 0.00 0.00
0.00 -0.01 0.00
0.00 0.00 0.00
0.00 0.01 0.00
0.00 -0.01 -0.01
-0.01 0.00 -0.01
-0.01 0.01 0.00
0.01 0.00 0.00
0.00 0.01 0.01

Formally, the Löwdin partial charges of the atoms, in units of the elementary charge, are as follows:
1 C -0.105
2 C -0.247
3 C -0.210
4 C -0.207
5 C -0.200
6 C -0.202
7 C -0.220
8 C -0.197
9 C -0.179
10 C -0.130
11 C -0.337
12 C -0.129
13 C -0.173
14 C -0.209
15 S 0.600
16 O -0.276
17 O -0.264
18 O -0.216
19 H 0.049
20 H 0.063
21 H 0.072
22 H 0.101
23 H 0.099
24 H 0.074
25 H 0.118
26 H 0.103
27 H 0.114
28 H 0.114
29 H 0.089
30 H 0.102
31 H 0.109
32 H 0.100
33 H 0.113
34 H 0.113
35 H 0.105
36 H 0.106
37 H 0.109
38 H 0.115
39 H 0.127
40 H 0.127
41 H 0.133
42 H 0.121
43 H 0.104
44 H 0.118
45 H 0.111
46 H 0.083
47 C -0.082
48 C -0.287
49 O -0.161
50 C -0.273
51 C -0.064
52 H 0.080
53 H 0.074
54 H 0.067
55 H 0.116
56 H 0.106
57 H 0.108
58 H 0.104
59 H 0.072
60 H 0.052
61 H 0.085
62 C -0.074
63 C -0.268
64 O -0.177
65 C -0.273
66 C -0.080
67 H 0.086
68 H 0.068
69 H 0.068
70 H 0.111
71 H 0.111
72 H 0.111
73 H 0.106
74 H 0.069
75 H 0.080
76 H 0.071
77 C -0.079
78 C -0.278
79 O -0.178
80 C -0.281
81 C -0.077
82 H 0.082
83 H 0.077
84 H 0.067
85 H 0.117
86 H 0.108
87 H 0.109
88 H 0.109
89 H 0.067
90 H 0.077
91 H 0.083

=====

4.
Formula: C5H6O4
Source: OMol25
Level of theory: ωB97M-V with the def2-TZVPD basis set

lowest unoccupied orbital energy	-0.0088	hartree
relative energy (zero: lowest compared OMol25 entry of this formula, charge and spin)	146.2	kcal/mol
E_tot	-494.87174	hartree
molecular weight	130.10	g/mol

Element x y z (Å)
C1 0.26917 1.29301 0.14074
C2 1.21275 -0.83567 1.19066
C3 2.44428 0.51977 -0.42464
C4 -0.70646 2.36260 0.22229
C5 -0.02442 -2.61324 -0.09231
O1 3.55023 0.70264 -0.87170
O2 1.56647 1.53464 -0.24385
O3 2.01856 -0.66533 0.07719
O4 0.30495 -1.75169 1.07184
H1 -1.44789 2.09454 -0.61094
H2 -0.32414 3.35820 0.11772
H3 -1.21188 2.46477 1.21305
H4 -0.70828 -2.14876 -0.81248
H5 -0.36384 -3.53222 0.45159
H6 0.98024 -2.75176 -0.55089

Atomic forces in eV per Å
1.64 -2.92 -0.18
-0.84 1.02 0.61
1.95 -1.31 1.23
-0.18 1.18 -0.23
2.08 -0.19 0.89
-2.15 -0.27 0.32
-2.86 2.26 0.13
0.07 -0.48 -1.54
0.03 0.16 -0.33
0.79 0.42 1.32
0.36 0.88 -0.75
0.10 -1.10 -0.76
-0.01 -0.04 0.60
0.01 0.82 -1.13
-0.99 -0.43 -0.17

Formally, the Löwdin partial charges of the atoms, in units of the elementary charge, are as follows:
1 C -0.004
2 C -0.080
3 C -0.528
4 C -0.087
5 C 0.000
6 O 0.167
7 O 0.070
8 O 0.012
9 O -0.129
10 H 0.125
11 H 0.060
12 H 0.106
13 H 0.091
14 H 0.106
15 H 0.091